Entry 1:
Formula: C2H6N3O2
Source: the Open Molecules 2025 dataset
Level of theory: ωB97M-V with the def2-TZVPD basis set

Element x y z (Å)
N  -0.655  -0.858  0.802
C  -1.198  0.423  1.005
N  -0.799  1.341  0.054
N  -2.033  0.770  1.936
H  -0.897  -1.534  1.521
H  0.052  -1.099  0.067
H  0.075  1.118  -0.443
H  -1.360  2.149  -0.099
H  -2.332  -0.016  2.486
O  1.470  -1.542  -0.788
C  1.789  -0.594  -1.553
O  1.388  0.595  -1.381
H  2.468  -0.785  -2.437

**Highest occupied orbital energy**: -4.473 eV
**Kohn-Sham gap**: 0.32167 hartree
**Net charge**: -1
**Max |F|**: 1.696 eV Å⁻¹
**Energy above the lowest of the compared OMol25 structures with the same formula, charge and spin**: 0.2514 eV

***

Entry 2:
Formula: C2H6N3OP
Source: the Open Molecules 2025 dataset
Level of theory: ωB97M-V with the def2-TZVPD basis set

Element x y z (Å)
C  -0.458  -0.273  1.183
C  0.220  -1.161  1.895
N  -1.301  0.301  0.514
N  -0.355  -0.871  -1.794
N  1.224  0.874  -0.503
O  -0.759  1.925  -1.498
P  -0.251  0.577  -1.236
H  1.318  -1.005  1.808
H  -0.234  -2.060  2.199
H  -1.196  -1.142  -2.396
H  -1.759  1.024  1.126
H  1.849  0.123  -0.379
H  1.703  1.689  -0.917

**Highest occupied orbital energy**: -9.367 eV
**Kohn-Sham gap**: 0.35569 hartree
**Max |F|**: 4.530 eV Å⁻¹
**Energy above the lowest of the compared OMol25 structures with the same formula, charge and spin**: 0.0000 eV

***

Entry 3:
Formula: C2H6N3OS
Source: the Open Molecules 2025 dataset
Level of theory: ωB97M-V with the def2-TZVPD basis set

Element x y z (Å)
C  0.624  0.153  0.208
C  2.210  -0.063  0.214
N  -3.606  0.370  -0.640
N  0.009  -1.015  -0.038
N  -0.010  1.226  0.542
O  -1.356  -1.074  -0.382
S  -2.565  -0.111  0.367
H  2.622  0.084  1.234
H  2.506  0.786  -0.441
H  2.377  -1.095  -0.147
H  -3.837  0.622  -1.596
H  0.459  -1.893  -0.127
H  0.569  2.009  0.807

**Highest occupied orbital energy (spin up / spin down)**: -13.952 / -13.952 eV
**Kohn-Sham gap (spin up / spin down)**: 0.25030 / 0.25035 hartree
**Net charge**: +1
**Max |F|**: 5.225 eV Å⁻¹
**Energy above the lowest of the compared OMol25 structures with the same formula, charge and spin**: 5.6051 eV

***

Entry 4:
Formula: C2H6N3OS
Source: the Open Molecules 2025 dataset
Level of theory: ωB97M-V with the def2-TZVPD basis set

Element x y z (Å)
C  0.382  0.215  0.216
C  1.856  0.146  0.215
N  -0.516  -0.458  1.042
N  -0.169  1.280  -0.323
N  -1.855  -1.198  -0.960
O  -1.511  1.303  -0.051
S  -2.119  -0.356  0.299
H  2.366  -0.822  0.003
H  2.132  0.310  1.241
H  2.218  0.828  -0.472
H  -0.175  -1.360  1.279
H  0.155  1.775  -1.094
H  -2.767  -1.661  -1.395

**Highest occupied orbital energy**: -15.243 eV
**Kohn-Sham gap**: 0.38737 hartree
**Net charge**: +1
**Max |F|**: 4.104 eV Å⁻¹
**Energy above the lowest of the compared OMol25 structures with the same formula, charge and spin**: 4.2195 eV

***

Entry 5:
Formula: C2H6N3S2
Source: the Open Molecules 2025 dataset
Level of theory: ωB97M-V with the def2-TZVPD basis set

Element x y z (Å)
C  1.079  0.132  0.529
C  -2.045  -0.770  -0.721
N  0.032  -0.558  0.358
N  -0.923  -1.232  0.108
N  2.007  0.215  -0.383
S  3.904  0.499  0.071
S  5.018  -0.778  0.996
H  1.386  0.781  1.363
H  -2.843  -0.385  0.091
H  -2.337  -1.621  -1.376
H  -1.882  0.056  -1.389
H  1.981  -0.476  -1.126
H  3.521  1.511  1.196

**Highest occupied orbital energy**: -13.008 eV
**Kohn-Sham gap**: 0.27726 hartree
**Net charge**: +1
**Max |F|**: 2.984 eV Å⁻¹
**Energy above the lowest of the compared OMol25 structures with the same formula, charge and spin**: 5.5423 eV

***

Entry 6:
Formula: C2H6N4
Source: the Open Molecules 2025 dataset
Level of theory: ωB97M-V with the def2-TZVPD basis set

Element x y z (Å)
N  -0.139  -0.962  0.518
N  -0.297  -0.014  -0.393
N  0.682  -1.960  0.060
N  0.854  0.471  -0.898
C  -1.350  0.817  -0.159
C  -2.275  1.576  -0.089
H  1.125  0.138  1.319
H  1.525  -1.624  -0.399
H  0.839  -2.627  0.801
H  1.479  0.604  0.627
H  0.655  1.347  -1.380
H  -3.097  2.236  -0.007

**Highest occupied orbital energy (spin up / spin down)**: -8.345 / -8.346 eV
**Kohn-Sham gap (spin up / spin down)**: 0.30697 / 0.30688 hartree
**Max |F|**: 2.587 eV Å⁻¹
**Energy above the lowest of the compared OMol25 structures with the same formula, charge and spin**: 8.1139 eV

***

Entry 7:
Formula: C2H6N4O
Source: the Open Molecules 2025 dataset
Level of theory: ωB97M-V with the def2-TZVPD basis set

Element x y z (Å)
N  -1.479  1.355  0.306
C  -0.833  0.196  -0.072
N  -0.236  0.119  -1.284
N  -0.681  -0.713  0.859
O  -0.258  -1.953  0.328
H  -1.931  1.867  -0.434
H  -2.009  1.274  1.159
H  -0.221  0.986  -1.805
H  0.854  -0.258  -1.050
H  -0.187  -2.495  1.122
C  2.172  -0.123  0.131
N  1.767  0.009  1.223
H  3.042  -0.264  -0.483

**Highest occupied orbital energy**: -7.864 eV
**Kohn-Sham gap**: 0.31123 hartree
**SMILES**: NC(N)=NO.C#N
**Max |F|**: 4.097 eV Å⁻¹
**Energy above the lowest of the compared OMol25 structures with the same formula, charge and spin**: 4.3367 eV

***

Entry 8:
Formula: C2H6N4O
Source: the Open Molecules 2025 dataset
Level of theory: ωB97M-V with the def2-TZVPD basis set

Element x y z (Å)
C  2.015  -0.348  -0.444
C  -2.317  0.458  0.118
N  1.919  0.903  0.261
N  0.897  0.932  0.857
N  0.921  -1.082  0.079
N  0.193  -0.205  0.809
O  -1.113  0.259  -0.442
H  1.885  -0.139  -1.497
H  2.981  -0.698  -0.233
H  -2.901  -0.405  0.066
H  -2.780  1.319  -0.360
H  -2.002  0.793  1.192
H  0.303  -1.788  -0.406

**Highest occupied orbital energy (spin up / spin down)**: -9.101 / -8.645 eV
**Kohn-Sham gap (spin up / spin down)**: 0.31302 / 0.30027 hartree
**Max |F|**: 4.808 eV Å⁻¹
**Energy above the lowest of the compared OMol25 structures with the same formula, charge and spin**: 6.9659 eV

***

Entry 9:
Formula: C2H6N4O
Source: the Open Molecules 2025 dataset
Level of theory: ωB97M-V with the def2-TZVPD basis set

Element x y z (Å)
N  -2.025  0.248  0.426
N  -0.716  0.578  0.083
C  0.257  -0.208  0.403
N  0.283  -1.223  1.324
N  1.319  -0.032  -0.447
C  1.059  1.148  -1.289
O  1.940  1.925  -1.557
H  -2.655  0.889  -0.043
H  -2.288  -0.711  0.204
H  1.023  -1.902  1.271
H  -0.616  -1.555  1.635
H  2.247  -0.200  -0.078
H  0.173  1.042  -1.932

**Highest occupied orbital energy**: -7.880 eV
**Kohn-Sham gap**: 0.31600 hartree
**SMILES**: N/N=C(\N)NC=O
**Max |F|**: 3.297 eV Å⁻¹
**Energy above the lowest of the compared OMol25 structures with the same formula, charge and spin**: 2.3369 eV

***

Entry 10:
Formula: C2H6N4O
Source: the Open Molecules 2025 dataset
Level of theory: ωB97M-V with the def2-TZVPD basis set

Element x y z (Å)
C  -0.989  -0.224  0.951
C  -1.105  0.797  -0.370
N  -2.207  -0.706  1.052
N  0.202  0.445  -0.945
N  1.308  0.635  -0.227
N  2.330  -0.131  -0.413
O  0.108  -0.409  1.449
H  -1.852  0.521  -0.977
H  -1.207  1.864  0.083
H  -2.218  -1.511  1.746
H  0.163  -0.276  -1.598
H  2.959  -0.213  0.423
H  2.507  -0.790  -1.173

**Highest occupied orbital energy (spin up / spin down)**: -7.983 / -7.983 eV
**Kohn-Sham gap (spin up / spin down)**: 0.27718 / 0.27722 hartree
**Max |F|**: 6.841 eV Å⁻¹
**Energy above the lowest of the compared OMol25 structures with the same formula, charge and spin**: 5.1992 eV

***

Entry 11:
Formula: C2H6N4O
Source: the Open Molecules 2025 dataset
Level of theory: ωB97M-V with the def2-TZVPD basis set

Element x y z (Å)
C  -2.897  -0.734  -2.082
C  1.469  -0.494  1.911
N  -2.170  0.074  -1.063
N  2.159  0.537  1.768
N  -1.471  -0.797  -1.883
N  -1.592  -2.017  0.289
O  -1.067  -2.154  -0.702
H  -3.607  -1.357  -1.621
H  -3.315  -0.373  -2.959
H  1.906  -1.370  1.462
H  0.618  -0.808  2.541
H  -1.963  0.955  -1.427
H  1.858  1.460  2.279

**Highest occupied orbital energy (spin up / spin down)**: -7.684 / -9.679 eV
**Kohn-Sham gap (spin up / spin down)**: 0.31802 / 0.32592 hartree
**Spin multiplicity**: 3
**Max |F|**: 3.887 eV Å⁻¹
**Energy above the lowest of the compared OMol25 structures with the same formula, charge and spin**: 3.6081 eV

***

Entry 12:
Formula: C2H6N4O2
Source: the Open Molecules 2025 dataset
Level of theory: ωB97M-V with the def2-TZVPD basis set

Element x y z (Å)
N  -0.016  2.047  -0.865
C  -0.014  0.998  0.010
O  0.387  1.111  1.160
N  -0.920  -0.039  -0.334
C  -0.791  -1.305  0.337
N  0.337  -1.873  -0.413
N  1.504  -1.476  -0.245
O  1.971  -0.985  0.924
H  0.289  2.929  -0.490
H  -0.479  1.992  -1.756
H  -1.415  -0.011  -1.213
H  -0.567  -1.145  1.397
H  -1.659  -1.931  0.129
H  1.373  -0.313  1.358

**Highest occupied orbital energy**: -9.311 eV
**Kohn-Sham gap**: 0.36124 hartree
**SMILES**: NC(=O)NC/N=N\O
**Max |F|**: 3.894 eV Å⁻¹
**Energy above the lowest of the compared OMol25 structures with the same formula, charge and spin**: 2.4144 eV

***

Entry 13:
Formula: C2H6N4O6S3
Source: the Open Molecules 2025 dataset
Level of theory: ωB97M-V with the def2-TZVPD basis set

Element x y z (Å)
C  0.541  -0.938  -2.436
C  1.367  0.177  2.464
N  0.917  0.118  -1.645
N  0.985  -0.720  1.388
N  0.309  1.213  -1.714
N  -0.026  -0.618  0.755
O  -0.185  1.913  0.723
O  2.073  1.854  0.002
O  -2.114  -1.932  -1.819
O  -2.149  -1.863  0.536
O  -1.963  0.703  -0.318
O  -1.785  0.949  2.122
S  0.820  2.385  -0.458
S  -2.728  -1.350  -0.662
S  -1.164  0.665  0.892
H  -0.186  -0.644  -3.348
H  -0.218  -1.565  -1.932
H  1.425  -1.581  -2.486
H  1.690  1.065  1.943
H  2.027  -0.350  3.033
H  0.364  0.519  2.961

**Highest occupied orbital energy**: -9.517 eV
**Kohn-Sham gap**: 0.31462 hartree
**Max |F|**: 5.080 eV Å⁻¹
**Energy above the lowest of the compared OMol25 structures with the same formula, charge and spin**: 0.0000 eV

***

Entry 14:
Formula: C2H6N4S
Source: the Open Molecules 2025 dataset
Level of theory: ωB97M-V with the def2-TZVPD basis set

Element x y z (Å)
H  1.414  -0.366  2.464
N  0.996  0.045  1.637
C  -0.179  -0.468  1.500
N  -1.106  -0.206  0.408
N  -2.473  -0.215  0.791
C  -0.731  0.726  -0.636
N  0.353  0.856  -1.311
S  1.610  -0.291  -1.310
H  -0.632  -1.041  2.353
H  -2.776  0.826  0.884
H  -2.995  -0.819  0.145
H  -1.577  1.414  -0.810
H  1.879  -0.273  0.065

**Highest occupied orbital energy**: -8.266 eV
**Kohn-Sham gap**: 0.32887 hartree
**SMILES**: [H]/N=C/N(N)/C=N\S
**Max |F|**: 2.784 eV Å⁻¹
**Energy above the lowest of the compared OMol25 structures with the same formula, charge and spin**: 2.7851 eV

***

Entry 15:
Formula: C2H6N4S
Source: the Open Molecules 2025 dataset
Level of theory: ωB97M-V with the def2-TZVPD basis set

Element x y z (Å)
C  -0.689  1.389  -0.504
C  -0.061  1.429  0.606
N  -0.446  0.133  -1.351
N  0.929  -0.292  0.420
N  0.104  -0.818  -0.523
N  -0.979  -1.515  0.177
S  2.567  0.065  -0.003
H  -1.502  2.050  -1.015
H  0.095  2.035  1.471
H  -1.271  -0.110  -1.715
H  -1.012  -1.042  1.127
H  -0.812  -2.477  0.253
H  3.078  -0.848  1.057

**Highest occupied orbital energy**: -8.713 eV
**Kohn-Sham gap**: 0.35114 hartree
**Max |F|**: 6.345 eV Å⁻¹
**Energy above the lowest of the compared OMol25 structures with the same formula, charge and spin**: 6.4038 eV

***

Entry 16:
Formula: C2H6N4S
Source: the Open Molecules 2025 dataset
Level of theory: ωB97M-V with the def2-TZVPD basis set

Element x y z (Å)
H  0.808  1.786  -0.278
N  1.744  1.317  -0.112
C  1.541  0.049  -0.150
N  2.585  -0.826  -0.050
S  0.107  -0.975  -0.533
C  -1.277  0.026  -0.161
N  -2.314  -0.807  0.069
N  -1.262  1.320  -0.292
H  -2.218  1.685  -0.047
H  2.402  -1.507  0.783
H  3.413  -0.204  0.075
H  -3.282  -0.295  0.016
H  -2.246  -1.568  0.678

**Highest occupied orbital energy**: -9.279 eV
**Kohn-Sham gap**: 0.36084 hartree
**SMILES**: [H]/N=C(/N)S/C(N)=N/[H]
**Max |F|**: 5.135 eV Å⁻¹
**Energy above the lowest of the compared OMol25 structures with the same formula, charge and spin**: 0.6816 eV

***

Entry 17:
Formula: C2H6N5
Source: the Open Molecules 2025 dataset
Level of theory: ωB97M-V with the def2-TZVPD basis set

Element x y z (Å)
C  0.387  -1.108  1.280
N  0.913  -0.217  0.293
N  2.038  0.012  -0.393
N  1.875  0.650  -1.333
N  0.552  0.919  -1.634
C  -0.056  0.487  -0.570
N  -1.449  0.730  -0.489
H  -0.347  -1.593  0.711
H  0.003  -0.394  1.934
H  1.144  -1.830  1.544
H  -2.076  0.276  -1.309
H  -1.560  1.744  -0.476
H  -1.426  0.324  0.443

**Highest occupied orbital energy**: -14.498 eV
**Kohn-Sham gap**: 0.35876 hartree
**SMILES**: Cn1nnnc1[NH3+]
**Net charge**: +1
**Max |F|**: 10.812 eV Å⁻¹
**Energy above the lowest of the compared OMol25 structures with the same formula, charge and spin**: 5.1425 eV

***

Entry 18:
Formula: C2H6N5
Source: the Open Molecules 2025 dataset
Level of theory: ωB97M-V with the def2-TZVPD basis set

Element x y z (Å)
C  -1.762  -0.229  0.115
N  -0.458  -0.677  -0.129
C  0.200  -1.631  -0.540
N  1.629  -1.429  -0.396
N  1.868  -0.316  0.064
N  1.330  0.605  0.546
N  1.150  1.848  0.317
H  -2.114  0.454  -0.648
H  -2.596  -0.976  0.332
H  -1.829  0.387  1.058
H  -0.012  -2.666  -1.046
H  1.268  2.126  -0.657
H  1.325  2.505  0.985

**Highest occupied orbital energy (spin up / spin down)**: -14.783 / -14.782 eV
**Kohn-Sham gap (spin up / spin down)**: 0.34140 / 0.34138 hartree
**SMILES**: C/N=C/N=N\N=[NH2+]
**Net charge**: +1
**Max |F|**: 5.060 eV Å⁻¹
**Energy above the lowest of the compared OMol25 structures with the same formula, charge and spin**: 5.7997 eV

***

Entry 19:
Formula: C2H6N5
Source: the Open Molecules 2025 dataset
Level of theory: ωB97M-V with the def2-TZVPD basis set

Element x y z (Å)
C  -0.650  1.288  -1.828
N  -0.302  0.307  -0.893
N  -0.538  -0.999  -1.079
N  -0.188  -1.541  0.001
N  0.258  -0.638  0.832
C  0.787  -0.870  2.139
N  0.220  0.503  0.274
H  -1.496  1.675  -1.446
H  0.235  2.054  -2.044
H  -0.752  0.981  -2.868
H  1.850  -0.751  1.917
H  0.175  -0.108  2.741
H  0.402  -1.902  2.255

**Highest occupied orbital energy**: -17.438 eV
**Kohn-Sham gap**: 0.45922 hartree
**SMILES**: Cn1nn[n+](C)n1
**Net charge**: +1
**Max |F|**: 5.792 eV Å⁻¹
**Energy above the lowest of the compared OMol25 structures with the same formula, charge and spin**: 3.8537 eV

***

Entry 20:
Formula: C2H6N5
Source: the Open Molecules 2025 dataset
Level of theory: ωB97M-V with the def2-TZVPD basis set

Element x y z (Å)
C  -0.099  0.274  0.048
C  0.489  -1.050  -0.494
N  -1.700  -1.312  0.498
N  -1.044  1.112  -0.209
N  -2.428  -0.489  0.188
N  -2.334  0.716  -0.054
N  1.114  1.102  0.512
H  1.094  -1.402  0.374
H  1.011  -0.879  -1.459
H  -0.171  -1.812  -0.909
H  1.124  1.808  -0.247
H  1.857  0.515  0.195
H  1.087  1.416  1.555

**Highest occupied orbital energy**: -14.325 eV
**Kohn-Sham gap**: 0.31794 hartree
**Net charge**: +1
**Max |F|**: 5.600 eV Å⁻¹
**Energy above the lowest of the compared OMol25 structures with the same formula, charge and spin**: 6.2755 eV